ORCA calculation (wB97M-V/def2-TZVPD) on 2 unconnected molecules or ions with the total composition C2H5ClN2O2.

Structure (XYZ):
```
12
C2H5ClN2O2 (wB97M-V/def2-TZVPD)
C 0.974 -0.882 0.867
C -0.611 0.743 -0.958
N 1.026 0.427 0.384
N -1.832 0.498 -0.302
O -2.079 -0.702 -0.362
O -2.386 1.345 0.380
Cl 2.393 0.962 -0.408
H 1.708 -0.952 1.710
H -0.074 -1.239 1.205
H 1.426 -1.787 0.279
H -0.297 -0.181 -1.545
H -0.250 1.768 -1.251
```

Results
LUMO level (alpha / beta) (Ha): -0.060 / -0.060
Multiplicity: 1
Total charge: 0
Frontier orbital gap (alpha / beta) (eV): 7.823 / 7.445
Energy above the lowest of the compared OMol25 structures with the same formula, charge and spin (kcal/mol): 111.8